Arrangement w

The following is a quantum chemistry calculation of 12 unconnected molecules or ions with the total composition C12H48N24O12, from the Open Molecules 2025 dataset.

## Properties
**Frontier orbital gap**: 9.17 eV
**SMILES**: NC(N)=O.NC(N)=O.NC(N)=O.NC(N)=O.NC(N)=O.NC(N)=O.NC(N)=O.NC(N)=O.NC(N)=O.NC(N)=O.NC(N)=O.NC(N)=O

Geometry as ORCA input:
```
! RIJCOSX wB97M-V def2-TZVPD def2/J DEFGRID3
* xyz 0 1
N -0.373 2.488 -4.875
C -0.037 3.330 -5.899
N 1.013 4.158 -5.649
O -0.527 3.203 -7.011
H -1.080 1.804 -5.081
H 0.109 2.559 -3.998
H 1.393 4.322 -4.735
H 1.366 4.739 -6.384
N 5.407 3.713 -1.985
C 4.153 3.201 -1.674
N 4.125 1.819 -1.504
O 3.091 3.849 -1.541
H 5.624 4.686 -2.067
H 6.156 3.057 -1.919
H 3.247 1.449 -1.146
H 4.892 1.228 -1.747
N 0.280 -0.925 3.796
C 0.858 -1.696 4.805
N 0.600 -3.051 4.563
O 1.430 -1.243 5.779
H 0.443 0.064 3.887
H -0.247 -1.332 3.051
H 1.007 -3.659 5.250
H -0.003 -3.407 3.852
N -3.950 -2.714 0.137
C -3.397 -1.821 1.057
N -4.379 -0.953 1.535
O -2.294 -1.895 1.571
H -3.386 -3.438 -0.274
H -4.728 -2.341 -0.366
H -5.295 -0.862 1.155
H -3.960 -0.199 2.080
N 2.186 -2.186 -2.199
C 2.940 -3.114 -1.519
N 3.538 -2.632 -0.333
O 3.023 -4.318 -1.878
H 2.028 -1.239 -1.848
H 1.723 -2.561 -3.006
H 4.285 -3.148 0.096
H 3.678 -1.642 -0.508
N 0.137 -3.908 0.872
C 0.927 -4.648 1.744
N 2.266 -4.436 1.527
O 0.452 -5.350 2.651
H 0.662 -3.408 0.181
H -0.855 -4.031 0.905
H 3.008 -4.879 2.029
H 2.521 -3.803 0.786
N -3.523 -0.897 -5.671
C -2.431 -1.043 -4.848
N -2.540 -2.059 -3.902
O -1.407 -0.352 -4.960
H -4.356 -1.448 -5.707
H -3.495 -0.112 -6.300
H -3.232 -2.772 -4.037
H -1.912 -2.132 -3.090
N 2.190 5.013 1.126
C 2.067 3.972 2.029
N 2.715 2.840 1.546
O 1.523 4.151 3.136
H 1.822 5.859 1.531
H 2.518 4.960 0.190
H 3.107 2.944 0.632
H 2.867 2.127 2.235
N 0.294 1.059 1.021
C 0.464 0.306 -0.125
N -0.434 -0.717 -0.234
O 1.238 0.609 -1.080
H 0.521 2.035 1.002
H -0.403 0.720 1.665
H -1.173 -0.829 0.441
H -0.352 -1.413 -0.946
N -3.364 -0.163 4.567
C -3.175 1.079 4.034
N -3.767 2.104 4.767
O -2.564 1.243 2.969
H -3.980 -0.242 5.357
H -3.217 -1.016 4.058
H -3.659 2.979 4.271
H -4.542 1.913 5.367
N -0.334 -4.135 -4.044
C -0.443 -4.168 -2.630
N 0.145 -5.338 -2.153
O -0.777 -3.167 -1.913
H 0.322 -4.772 -4.434
H -0.828 -3.371 -4.477
H 0.379 -6.075 -2.782
H 0.400 -5.438 -1.185
N -1.417 4.172 2.800
C -1.825 5.301 3.494
N -0.830 5.895 4.260
O -3.008 5.730 3.491
H -2.194 3.661 2.416
H -0.492 3.805 2.925
H -1.076 6.772 4.681
H 0.119 5.578 4.342
*
```

=====

Arrangement x

The following is a quantum chemistry calculation of 12 unconnected molecules or ions with the total composition C12H48N24O12, from the Open Molecules 2025 dataset.

## Properties
**Frontier orbital gap**: 9.09 eV
**SMILES**: NC(N)=O.NC(N)=O.NC(N)=O.NC(N)=O.NC(N)=O.NC(N)=O.NC(N)=O.NC(N)=O.NC(N)=O.NC(N)=O.NC(N)=O.NC(N)=O

Geometry as ORCA input:
```
! RIJCOSX wB97M-V def2-TZVPD def2/J DEFGRID3
* xyz 0 1
N -0.688 -3.843 0.702
C 0.116 -4.267 -0.243
N 1.271 -4.521 0.251
O -0.238 -4.201 -1.410
H -1.621 -3.602 0.400
H -0.504 -4.041 1.675
H 2.023 -4.352 -0.401
H 1.475 -4.465 1.239
N 2.964 -2.544 -2.218
C 2.671 -1.524 -2.832
N 2.458 -0.535 -1.939
O 2.679 -1.404 -4.029
H 3.370 -3.309 -2.739
H 3.392 -2.309 -1.334
H 2.345 -0.745 -0.958
H 2.236 0.349 -2.374
N -4.699 0.805 1.767
C -4.632 1.283 0.560
N -5.823 1.291 -0.076
O -3.543 1.510 0.130
H -3.801 0.554 2.156
H -5.528 0.265 1.972
H -6.568 1.198 0.600
H -5.884 1.593 -1.038
N -0.396 0.146 -4.434
C -1.278 0.040 -3.491
N -1.175 -1.077 -2.852
O -1.951 0.965 -3.122
H -0.191 1.119 -4.610
H 0.268 -0.562 -4.711
H -0.577 -1.858 -3.083
H -1.824 -1.148 -2.082
N -0.295 0.730 -0.251
C -0.165 -0.190 0.645
N -1.321 -0.683 1.016
O 0.904 -0.536 1.136
H 0.606 1.182 -0.313
H -1.169 1.018 -0.668
H -1.406 -1.549 1.529
H -2.071 -0.106 0.663
N 2.238 -4.618 4.326
C 1.452 -3.684 3.861
N 2.082 -2.564 3.801
O 0.340 -3.879 3.332
H 1.865 -5.549 4.443
H 3.049 -4.304 4.839
H 1.569 -1.744 3.509
H 2.947 -2.539 4.322
N 3.657 -2.257 1.126
C 4.238 -1.238 1.603
N 3.427 -0.269 1.975
O 5.416 -1.122 1.809
H 4.123 -3.148 1.032
H 2.655 -2.146 1.187
H 2.463 -0.353 1.687
H 3.772 0.495 2.539
N -2.437 -3.635 3.979
C -3.571 -3.739 4.542
N -4.105 -4.939 4.568
O -4.032 -2.803 5.217
H -2.049 -2.711 4.103
H -1.965 -4.467 3.657
H -4.928 -5.171 5.106
H -3.602 -5.637 4.038
N 2.881 3.782 4.009
C 2.770 3.466 2.769
N 1.576 3.659 2.366
O 3.658 2.926 2.140
H 3.775 3.813 4.479
H 2.067 4.212 4.425
H 1.380 3.371 1.417
H 0.868 4.060 2.964
N 2.679 1.454 -5.488
C 2.016 2.140 -4.504
N 2.324 1.827 -3.291
O 1.180 2.964 -4.772
H 3.089 0.542 -5.350
H 2.490 1.637 -6.463
H 3.217 1.357 -3.332
H 1.873 2.231 -2.482
N -4.308 4.648 -3.506
C -4.355 4.089 -2.298
N -3.510 3.174 -2.262
O -4.969 4.490 -1.291
H -5.147 5.172 -3.708
H -3.655 4.279 -4.183
H -3.563 2.597 -1.434
H -2.965 2.901 -3.067
N 1.491 5.303 -1.652
C 0.801 4.177 -1.412
N -0.521 4.233 -1.653
O 1.268 3.093 -1.041
H 2.483 5.144 -1.546
H 1.104 6.019 -2.250
H -1.149 3.525 -1.302
H -0.879 5.059 -2.111
*
```

=====

Relative to the most stable one, in eV, the structures come out at arrangement w 0.000; arrangement x 4.788.

=====

Arrangement w

The following is a quantum chemistry calculation of 2 unconnected molecules or ions with the total composition H2N2O2S2, from the Open Molecules 2025 dataset.

## Properties
**Frontier orbital gap**: 7.56 eV

Geometry as ORCA input:
```
! RIJCOSX wB97M-V def2-TZVPD def2/J DEFGRID3
* xyz 0 1
N -0.840 -0.885 -1.966
N 0.014 -1.733 0.262
O 3.020 1.120 -0.799
O 3.533 0.320 -3.039
S 0.350 -0.779 -1.192
S 3.614 1.409 -2.134
H -0.982 -1.546 0.584
H 0.590 -1.444 1.041
*
```

=====

Arrangement x

The following is a quantum chemistry calculation of 2 unconnected molecules or ions with the total composition H2N2O2S2, from the Open Molecules 2025 dataset.

## Properties
**Frontier orbital gap**: 9.93 eV

Geometry as ORCA input:
```
! RIJCOSX wB97M-V def2-TZVPD def2/J DEFGRID3
* xyz 0 1
N 1.793 -1.326 0.099
N -1.325 0.342 -0.520
O -1.677 -1.692 0.825
O 1.368 1.417 0.061
S -1.198 -1.185 -0.411
S 2.292 -0.007 0.221
H 0.554 1.532 -0.446
H -1.807 0.920 0.170
*
```

=====

Relative to the most stable one, in eV, the structures come out at arrangement w 0.000; arrangement x 0.145.

=====

Arrangement w

The following is a quantum chemistry calculation of 2 unconnected molecules or ions with the total composition C2HO2S2, from the Open Molecules 2025 dataset.

## Properties
**Frontier orbital gap (spin up / spin down)**: 6.62 / 6.72 eV

Geometry as ORCA input:
```
! RIJCOSX wB97M-V def2-TZVPD def2/J DEFGRID3
* xyz -1 1
C 0.031 -1.315 0.370
C 0.055 0.017 -0.019
O -1.170 -0.784 0.109
O 0.507 -2.391 0.623
S 0.525 0.786 -2.612
S 0.460 1.408 1.049
H -0.408 2.278 0.478
*
```

=====

Arrangement x

The following is a quantum chemistry calculation of a gas-phase ion, C2HO2S2 (charge -1), from the Open Molecules 2025 dataset.

## Properties
**Frontier orbital gap**: 7.32 eV
**SMILES**: O=C([O-])C(=S)S

Geometry as ORCA input:
```
! RIJCOSX wB97M-V def2-TZVPD def2/J DEFGRID3
* xyz -1 1
O -0.634 -1.350 1.038
C -0.568 -1.030 -0.169
O -0.663 -1.636 -1.194
C -0.414 0.508 -0.007
S -1.621 1.558 -0.051
S 1.285 1.104 0.500
H 2.616 0.847 -0.118
*
```

=====

Relative to the most stable one, in eV, the structures come out at arrangement w 2.833; arrangement x 0.000.

=====

Arrangement w

The following is a quantum chemistry calculation of 2 unconnected molecules or ions with the total composition Cl2H4Si2, from the Open Molecules 2025 dataset.

## Properties
**Frontier orbital gap (spin up / spin down)**: 5.70 / 8.02 eV

Geometry as ORCA input:
```
! RIJCOSX wB97M-V def2-TZVPD def2/J DEFGRID3
* xyz 0 1
Si -0.082 -0.044 -0.798
Si 0.174 3.031 1.938
Cl -1.182 3.509 0.435
Cl 2.054 3.443 1.193
H -0.133 0.475 -2.158
H -1.206 0.225 0.174
H 0.594 -1.418 -0.711
H -0.229 4.117 2.876
*
```

=====

Arrangement x

The following is a quantum chemistry calculation of a single Cl2H4Si2 molecule, from the Open Molecules 2025 dataset.

## Properties
**Frontier orbital gap**: 10.47 eV
**SMILES**: [SiH3][SiH](Cl)Cl

Geometry as ORCA input:
```
! RIJCOSX wB97M-V def2-TZVPD def2/J DEFGRID3
* xyz 0 1
Si -1.112 0.019 -0.442
Si 0.847 0.355 0.564
Cl 1.922 1.689 -0.472
Cl 1.929 -1.718 0.148
H -1.921 -0.641 0.673
H -1.970 0.993 -1.213
H -0.730 -1.173 -1.242
H 1.035 0.475 1.983
*
```

=====

Relative to the most stable one, in eV, the structures come out at arrangement w 2.636; arrangement x 0.000.

=====

Arrangement w

The following is a quantum chemistry calculation of a single C7H7NO4 molecule, from the Open Molecules 2025 dataset.

## Properties
**Frontier orbital gap**: 8.89 eV
**SMILES**: O=C(O)c1ccnc(CO)c1O

Geometry as ORCA input:
```
! RIJCOSX wB97M-V def2-TZVPD def2/J DEFGRID3
* xyz 0 1
O -0.393 3.211 -0.144
C -0.866 2.267 0.593
O -1.626 2.533 1.635
C -0.813 0.892 0.143
C -1.988 0.059 0.131
C -1.770 -1.321 -0.045
N -0.612 -1.956 -0.232
C 0.521 -1.127 -0.197
C 1.886 -1.816 -0.425
O 2.137 -1.734 -1.753
C 0.449 0.266 0.070
O 1.573 0.979 0.019
H -1.867 3.643 1.638
H -2.877 0.356 0.329
H -2.733 -1.987 0.125
H 2.776 -1.059 0.220
H 1.734 -2.870 -0.010
H 3.098 -2.076 -1.844
H 1.370 1.740 -0.253
*
```

=====

Arrangement x

The following is a quantum chemistry calculation of a single C7H7NO4 molecule, from the Open Molecules 2025 dataset.

## Properties
**Frontier orbital gap**: 8.63 eV
**SMILES**: O=C(NO)c1c(O)cccc1O

Geometry as ORCA input:
```
! RIJCOSX wB97M-V def2-TZVPD def2/J DEFGRID3
* xyz 0 1
O 0.611 -1.378 -2.056
C 0.036 -1.489 -0.988
N -0.389 -2.633 -0.372
O -0.191 -2.581 1.186
C -0.092 0.004 -0.508
C -1.154 0.394 0.278
O -2.339 -0.297 0.283
C -1.023 1.524 0.939
C 0.161 2.154 0.894
C 1.267 1.705 0.109
C 1.169 0.540 -0.533
O 2.362 0.155 -1.244
H -0.474 -3.394 -0.962
H 0.941 -2.345 1.408
H -3.163 0.441 0.551
H -1.876 2.106 1.363
H 0.125 2.961 1.621
H 2.198 2.411 0.141
H 1.832 -0.280 -2.108
*
```

=====

Relative to the most stable one, in eV, the structures come out at arrangement w 0.000; arrangement x 2.857.

=====

Arrangement w

The following is a quantum chemistry calculation of a single C5H10OS2 molecule, from the Open Molecules 2025 dataset.

## Properties
**Frontier orbital gap**: 9.30 eV
**SMILES**: C=CC(O)(CS)CS

Geometry as ORCA input:
```
! RIJCOSX wB97M-V def2-TZVPD def2/J DEFGRID3
* xyz 0 1
C 1.497 2.356 0.143
C 0.792 1.439 -0.504
C -0.012 0.294 -0.081
O -0.096 0.263 1.298
C 0.683 -0.953 -0.573
S 2.357 -1.186 0.013
C -1.575 0.551 -0.532
S -2.899 -0.568 -0.024
H 2.097 2.987 -0.588
H 1.234 2.736 1.206
H 0.954 1.402 -1.567
H 0.647 -0.538 1.633
H 0.982 -0.898 -1.592
H -0.054 -1.708 -0.313
H 2.219 -2.437 0.665
H -1.529 0.485 -1.606
H -1.999 1.551 -0.071
H -3.423 0.251 1.319
*
```

=====

Arrangement x

The following is a quantum chemistry calculation of 2 unconnected molecules or ions with the total composition C5H10OS2, from the Open Molecules 2025 dataset.

## Properties
**Frontier orbital gap**: 7.11 eV

Geometry as ORCA input:
```
! RIJCOSX wB97M-V def2-TZVPD def2/J DEFGRID3
* xyz 0 1
C -0.567 1.557 2.241
C -0.089 0.928 -0.410
C 0.810 -0.035 -1.276
C -0.477 -0.464 -0.525
C -1.691 -1.115 -1.406
H -1.246 0.643 2.215
H -1.196 2.410 1.740
H -0.111 1.760 3.216
H -0.558 1.463 -1.142
H 1.784 -0.293 -0.663
H 2.503 -0.080 -3.001
H -2.680 -1.602 -0.707
H -1.411 -2.072 -1.854
H -2.144 -0.229 -2.074
H 0.405 -1.052 1.731
O 1.005 -0.158 -2.681
S 0.865 1.317 1.038
S -0.321 -1.624 0.853
*
```

=====

Relative to the most stable one, in eV, the structures come out at arrangement w 0.000; arrangement x 3.038.

=====

Arrangement w

The following is a quantum chemistry calculation of a molecular structure, C5H7N2O, from the Open Molecules 2025 dataset.

## Properties
**Frontier orbital gap**: 8.25 eV

Geometry as ORCA input:
```
! RIJCOSX wB97M-V def2-TZVPD def2/J DEFGRID3
* xyz 1 1
C -0.640 -0.154 1.281
C -2.645 -0.752 1.909
C -1.399 -0.869 2.408
C 0.171 0.648 -0.261
C -0.571 0.531 -1.552
N -0.759 1.022 0.789
N 0.319 -0.645 0.522
O -3.607 -0.661 1.362
H -0.968 -1.839 2.477
H -1.379 -0.452 3.356
H 1.170 1.294 -0.283
H -0.024 -0.231 -2.213
H -0.880 1.527 -2.001
H -1.532 -0.016 -1.343
H 0.928 -1.396 0.494
*
```

=====

Arrangement x

The following is a quantum chemistry calculation of 2 unconnected molecules or ions with the total composition C5H7N2O, from the Open Molecules 2025 dataset.

## Properties
**Frontier orbital gap**: 8.04 eV

Geometry as ORCA input:
```
! RIJCOSX wB97M-V def2-TZVPD def2/J DEFGRID3
* xyz 1 1
C 1.117 1.600 -0.794
C -1.210 0.442 -0.367
C 0.001 0.959 -0.446
C -2.323 1.044 -1.048
C 2.890 -0.015 0.732
N 2.273 1.748 -0.844
N 1.722 -0.398 0.886
O -1.677 -0.562 0.364
H -2.437 0.469 -2.006
H -2.276 2.081 -1.246
H -3.319 0.883 -0.549
H -1.196 -1.250 0.871
H 3.099 0.781 -0.112
H 3.621 -0.368 1.365
H 1.226 -0.916 1.585
*
```

=====

Relative to the most stable one, in eV, the structures come out at arrangement w 0.000; arrangement x 2.100.